# 1
# C5H10O

C5H10O in the gas phase (the ωB97M-V functional and the def2-TZVPD basis, the Open Molecules 2025 dataset).

ORCA input file:
```
! RIJCOSX wB97M-V def2-TZVPD def2/J DEFGRID3
* xyz 0 1
C -1.0865 1.3274 0.9189
C -0.5307 0.2381 -0.0023
C 0.8567 0.4512 -0.5940
C 1.1949 -0.8665 -1.1701
O 0.4480 -1.9669 -0.1867
C -0.3183 -1.1745 0.6951
H -1.4375 2.2187 0.3816
H -1.9379 0.9413 1.4922
H -0.3307 1.6572 1.6427
H -1.2358 0.0199 -0.8162
H 1.0953 0.8436 -1.6236
H 1.5544 0.8792 0.1446
H 2.2896 -0.9070 -1.3852
H 0.6006 -1.0513 -2.0658
H -1.3413 -1.5545 0.8889
H 0.1793 -1.0560 1.6798
*
```

HOMO-LUMO gap = 10.56 eV
Structure (SMILES) = C[C@H]1CCOC1
M = 86.1 g/mol
LUMO level = 1.1 eV

Calculated atomic charges, method Mulliken, unit e: -1.4357 0.4642 -0.5258 -0.5197 -0.4438 -0.5852 0.3584 0.3570 0.3256 0.2266 0.2327 0.2835 0.3203 0.3058 0.3284 0.3076

---

# 2
# C5H10O

C5H10O in the gas phase (the ωB97M-V functional and the def2-TZVPD basis, the Open Molecules 2025 dataset).

ORCA input file:
```
! RIJCOSX wB97M-V def2-TZVPD def2/J DEFGRID3
* xyz 0 1
O 1.6417 1.3112 0.3367
C 1.1202 0.0242 -0.0023
C 0.1528 0.1821 -1.2117
C -1.2628 -0.1421 -0.6665
C -1.1708 -0.0908 0.8929
C 0.3123 -0.5317 1.1426
H 2.1405 1.5722 -0.4509
H 1.9819 -0.6713 0.0901
H 0.1732 1.2251 -1.5679
H 0.4161 -0.4474 -2.0630
H -1.5685 -1.1391 -1.0126
H -2.0221 0.5545 -1.0539
H -1.4262 0.9155 1.2404
H -1.9226 -0.7749 1.3167
H 1.1199 -0.3613 1.8967
H 0.3145 -1.6261 1.1127
*
```

HOMO-LUMO gap = 11.05 eV
Structure (SMILES) = OC1CCCC1
M = 86.1 g/mol
LUMO level = 1.0 eV

Calculated atomic charges, method Mulliken, unit e: -0.5584 0.2794 -0.8136 -0.5295 -0.7404 -0.7994 0.2990 0.3493 0.3161 0.3066 0.2702 0.3164 0.2973 0.3451 0.3830 0.2790

---

# 3
# C5H10O

C5H10O in the gas phase (the ωB97M-V functional and the def2-TZVPD basis, the Open Molecules 2025 dataset).

ORCA input file:
```
! RIJCOSX wB97M-V def2-TZVPD def2/J DEFGRID3
* xyz 0 1
C -0.0322 1.8220 0.2349
C -0.3512 0.3277 0.1820
C -0.7561 -0.0947 -1.2344
C 0.8332 -0.5225 0.6747
C 0.4846 -1.9844 0.5584
O 1.0967 -2.7943 -0.0946
H -0.8892 2.4127 -0.1088
H 0.8173 2.0568 -0.4182
H 0.2213 2.1544 1.2482
H -1.1967 0.1353 0.8599
H -0.0221 0.2629 -1.9663
H -1.7363 0.3109 -1.5032
H -0.8035 -1.1837 -1.3404
H 1.0450 -0.2937 1.7289
H 1.7392 -0.3334 0.0875
H -0.4500 -2.2761 1.0915
*
```

HOMO-LUMO gap = 10.84 eV
Structure (SMILES) = CC(C)CC=O
M = 86.1 g/mol
LUMO level = 1.1 eV

Calculated atomic charges, method Mulliken, unit e: -1.5256 0.5309 -1.3092 -0.5214 -0.0844 -0.4734 0.3827 0.3612 0.3631 0.2113 0.3126 0.3683 0.3751 0.3690 0.2913 0.3483

---

Record order is preserved below.
Energy relative to the best compared isomer or geometry (same formula, charge and spin): 182.0; 105.7; 33.2 kJ/mol